1.
Here is one molecule with the formula C2H4N2O2 from the OMol25 dataset. Energies are from ωB97M-V/def2-TZVPD.

Structure (XYZ):
```
10
Properties=species:S:1:pos:R:3
O -2.1500 -0.5369 -0.3806
O 1.7496 0.8046 0.5765
N -0.3209 0.9617 -0.4530
N -0.0094 -1.3305 -0.1658
C 0.6016 1.1877 0.5996
C -0.9610 -0.3721 -0.3129
H 0.2347 0.8828 -1.3057
H -0.2816 -2.2911 -0.0335
H 0.1920 1.7311 1.4623
H 0.9451 -1.0372 0.0132
```

Summary:
Electronic energy ... -9214.0274 eV
Charge ... 0
Structure (SMILES) ... NC(=O)NC=O
HOMO ... -10.7 eV
Relative energy (zero: lowest compared OMol25 entry of this formula, charge and spin) ... 1.195 eV
Molar mass ... 88.066 g/mol
Max |F| ... 0.0128 hartree/bohr
Lowest unoccupied orbital energy ... 0.519 eV
HOMO-LUMO gap ... 11.188 eV

***

2.
Here is H2OSn as an isolated structure at a distorted geometry from the OMol25 dataset. Energies are from ωB97M-V/def2-TZVPD.

Structure (XYZ):
```
4
Properties=species:S:1:pos:R:3
Sn -0.2887 -0.6026 -2.2369
O -0.0152 0.1591 0.3715
H 0.2685 0.9813 0.8144
H 0.0354 -0.5378 1.0509
```

Summary:
Electronic energy ... -7889.5131 eV
Charge ... +2
HOMO ... -22.5 eV
Relative energy (zero: lowest compared OMol25 entry of this formula, charge and spin) ... 0.560 eV
Molar mass ... 136.726 g/mol
Max |F| ... 0.0297 hartree/bohr
Lowest unoccupied orbital energy ... -13.551 eV
HOMO-LUMO gap ... 8.924 eV

***

3.
Here is a 13-piece molecular cluster, C4H33NO14 overall from the OMol25 dataset. Energies are from ωB97M-V/def2-TZVPD.

Structure (XYZ):
```
52
Properties=species:S:1:pos:R:3
O 1.2977 2.5641 2.5299
O 2.1869 1.2741 -1.2265
O -0.8600 0.3179 -2.3315
O -0.9664 -2.4254 -2.8099
O -3.5354 -3.1241 -2.2789
O 3.0924 -0.8663 -2.3922
O 1.9522 -2.1309 1.6827
O 2.0983 3.6044 0.0586
O 1.1111 -2.0114 -0.9435
O -4.7310 -2.2150 0.0768
O 4.2450 0.7181 0.5355
O -0.7013 3.6817 0.8243
O -1.7965 2.0343 -1.2785
O 2.6901 0.3282 2.7170
N -0.3293 0.2578 0.8800
C -2.3591 -0.0900 -0.4677
C -1.5900 0.7118 -1.4516
C -1.7959 0.1133 0.9614
C -2.1626 -1.0777 1.8328
H 2.8852 -0.7651 -3.3227
H -2.3240 -1.1439 -0.7268
H 3.5554 0.8718 -0.1570
H -1.6523 -1.9806 1.5018
H -2.6021 -2.8420 -2.4143
H 2.9942 0.0313 -2.0080
H 2.7965 -2.5765 1.7788
H 1.2110 3.9879 -0.0113
H -1.8753 -0.8797 2.8698
H -3.4175 0.1683 -0.4849
H -3.2317 -1.2575 1.7943
H -1.1557 3.0375 0.2370
H 1.6865 -2.2471 0.7389
H -5.6629 -2.4457 -0.0304
H -4.3064 -2.5721 -0.7407
H -1.3404 2.5712 -1.9423
H -0.2912 -2.6065 -2.1282
H 2.1040 3.2937 0.9868
H 1.8101 1.7103 2.6858
H 2.1973 2.1794 -0.8024
H -0.9939 -1.4543 -2.8487
H -0.0301 1.1217 1.2975
H -2.2437 1.0077 1.3951
H 3.3724 0.4656 2.0264
H 1.8796 -1.7298 -1.4891
H -3.5974 -4.0188 -2.6341
H -0.2021 3.2092 1.5157
H 0.6322 -1.1918 -0.7464
H 2.3262 -0.5481 2.4774
H 1.3202 0.9077 -1.0038
H 0.1265 -0.4835 1.4059
H 1.3320 3.0461 3.3688
H 4.8515 1.4686 0.4924
```

Summary:
Electronic energy ... -34842.4596 eV
Charge ... 0
HOMO ... -10.3 eV
Relative energy (zero: lowest compared OMol25 entry of this formula, charge and spin) ... 0.000 eV
Molar mass ... 319.301 g/mol
Max |F| ... 0.0192 hartree/bohr
Lowest unoccupied orbital energy ... 0.277 eV
HOMO-LUMO gap ... 10.616 eV

***

4.
Here is a 3-piece molecular cluster, C4H11O4 overall at a distorted geometry from the OMol25 dataset. Energies are from ωB97M-V/def2-TZVPD.

Structure (XYZ):
```
19
Properties=species:S:1:pos:R:3
O -0.4387 2.4847 -1.6408
O 0.3605 -1.5799 1.9572
O 1.8356 3.2175 -0.9379
O -1.7063 -3.2550 1.9098
C -0.7294 1.1168 -1.3833
C 0.9530 -1.3110 0.9150
C -0.1469 0.5154 -0.0895
C 0.3052 -0.9379 -0.3612
H -0.5353 -1.6769 -0.5414
H 2.0022 -1.4718 0.8215
H 1.1082 -0.9621 -1.0484
H 0.7781 2.9409 -1.2851
H 1.6463 3.5020 -0.1147
H -1.8363 0.9053 -1.3483
H -1.8677 -3.1601 2.8868
H -1.0164 0.6285 0.6108
H -0.4842 0.6388 -2.3642
H -0.8906 -2.7802 1.8228
H 0.6627 1.1852 0.1908
```

Summary:
Electronic energy ... -12515.5609 eV
Charge ... -1
HOMO ... -3.7 eV
Relative energy (zero: lowest compared OMol25 entry of this formula, charge and spin) ... 3.048 eV
Molar mass ... 123.128 g/mol
Max |F| ... 0.0916 hartree/bohr
Lowest unoccupied orbital energy ... 3.334 eV
HOMO-LUMO gap ... 7.019 eV

***

5.
Here is C18H45F2Li2NO16P3S2 as an isolated structure at a distorted geometry from the OMol25 dataset. Energies are from ωB97M-V/def2-TZVPD.

Structure (XYZ):
```
89
Properties=species:S:1:pos:R:3
S 2.9312 3.6230 1.0743
S 1.7045 2.4215 2.9561
P 2.3941 -2.1118 0.2494
P -1.3618 -0.9085 1.7555
P -0.6600 2.6703 -1.9419
F 3.3180 3.3255 -0.4353
F 1.6583 0.8436 3.2574
O 0.3554 2.7989 2.9473
O 2.6487 2.9093 3.8614
O -1.6099 1.7956 -2.8184
O -1.5204 -2.3760 1.2409
O 1.8934 4.5749 1.0462
O -1.1102 -1.0041 3.2829
O 1.5250 -2.0448 -1.0290
O 1.5684 -2.9030 1.2925
O -2.8054 -0.2850 1.6771
O -0.0389 3.7831 -2.8567
O -1.6712 3.4439 -1.0713
O 4.1649 3.9595 1.6720
O 2.7389 -0.7412 0.7141
O 0.3127 1.8872 -1.1853
O -0.3700 -0.1674 0.9769
O 3.6001 -3.0609 -0.0131
N 2.3750 2.1336 1.4204
C 4.5268 -2.7619 -1.0810
C -2.5004 -3.2803 1.7714
C -1.0420 1.3337 -5.1619
C 1.3687 3.8354 -3.1780
C -0.2940 -2.8791 -2.3514
C -3.3948 -0.0118 0.3896
C 1.6748 -4.3722 3.2170
C 2.0145 -3.0216 2.6682
C -2.4838 -4.5454 0.9530
C -3.6991 4.5364 -0.5825
C -2.6880 4.2971 -1.6497
C -2.5499 -0.5007 5.1504
C -3.4549 1.4770 0.1428
C 1.9016 5.1843 -2.7772
C 5.0583 -4.0477 -1.6698
C -1.4543 0.0253 4.2541
C 0.9461 -3.2686 -1.5808
C -1.1145 0.7979 -3.7275
Li 3.7448 0.7556 1.4670
Li 1.1915 1.0004 0.3576
H -0.1363 0.4470 -3.3857
H -3.2265 4.9311 0.3173
H -2.8515 -0.5487 -0.3963
H 2.4235 -5.1355 3.0269
H -0.0533 1.7603 -5.3296
H -4.5134 5.2059 -0.8530
H -2.2945 -3.4773 2.8273
H -2.7104 0.1116 6.0334
H -4.2136 1.9023 0.8081
H -1.7686 2.1396 -5.2558
H 1.9335 3.0163 -2.7326
H -3.7928 1.7054 -0.8662
H -2.2889 -1.5014 5.5239
H 1.6966 -3.7588 -2.1998
H -0.5511 0.2701 4.8005
H -1.7555 -0.0830 -3.6830
H 3.0887 -2.8387 2.7429
H -0.0142 -2.3942 -3.2857
H -3.2604 -5.2365 1.2707
H 1.3418 5.9976 -3.2429
H 1.7899 5.3232 -1.7022
H -1.8229 0.9032 3.7239
H -4.1601 3.5822 -0.3066
H -4.3957 -0.4497 0.3855
H 5.3421 -2.0996 -0.7925
H -2.5049 1.9434 0.4021
H -3.5130 -2.8685 1.7367
H -1.5218 -5.0568 0.9881
H 3.9907 -2.2406 -1.8840
H -3.4652 -0.7130 4.5951
H -0.9619 -2.2460 -1.7696
H -0.8754 -3.7751 -2.5824
H -2.6341 -4.2811 -0.0973
H 2.9397 5.3085 -3.0849
H 0.7067 -4.7042 2.8393
H 4.2998 -4.6128 -2.2026
H -1.2520 0.5577 -5.8906
H 1.5207 -2.2542 3.2664
H -3.1537 3.8718 -2.5377
H 5.8759 -3.7851 -2.3446
H 5.5160 -4.6668 -0.8966
H 1.4781 -4.2942 4.2890
H -2.1905 5.2313 -1.9150
H 1.4463 3.6497 -4.2535
H 0.7003 -3.9577 -0.7712
```

Summary:
Electronic energy ... -109035.8087 eV
Charge ... +1
HOMO ... -13.0 eV
Relative energy (zero: lowest compared OMol25 entry of this formula, charge and spin) ... 0.000 eV
Molar mass ... 740.483 g/mol
Max |F| ... 0.0658 hartree/bohr
Lowest unoccupied orbital energy ... -2.570 eV
HOMO-LUMO gap ... 10.446 eV

***

6.
Here is C12H30AlN3O7 as an isolated structure at a distorted geometry from the OMol25 dataset. Energies are from ωB97M-V/def2-TZVPD.

Structure (XYZ):
```
53
Properties=species:S:1:pos:R:3
Al 0.4152 -0.0285 -0.3870
O 0.7180 -1.6630 -2.0682
O -3.4054 -0.9284 3.5062
O 2.6311 2.3578 -3.5617
O 3.1486 0.8297 0.0274
O -1.6108 1.9762 -0.4328
O 1.2496 2.0694 -1.9685
O 2.2364 0.3510 -2.8322
N 2.0885 1.5719 -2.8445
N -1.8455 -0.1620 1.3899
N 2.4896 -1.8723 0.0682
C 4.1678 -0.1157 0.1787
C 3.5426 2.1995 0.1516
C -2.8992 1.5021 -0.1501
C -1.6482 3.2718 -1.0145
C -2.8450 0.0751 0.3235
C 1.9984 -3.0557 -0.6049
C 3.7919 -1.4216 -0.4755
C -1.9303 0.7042 2.5828
C -3.2497 0.4373 3.2862
C 1.6782 -2.7395 -2.0465
C 0.3002 -1.3751 -3.4247
C -4.6931 -1.2958 3.9859
H 4.5431 -2.1675 -0.2030
H 3.9601 2.4163 1.1359
H -3.4742 2.1875 0.4839
H 4.2964 2.3903 -0.6154
H -4.9448 -0.6575 4.8382
H -0.4697 -0.6157 -3.3340
H -1.7513 1.7682 2.4568
H -1.1386 0.3199 3.2307
H 1.1108 -3.5186 -0.1794
H 2.8006 -3.7986 -0.6990
H -2.7099 -0.6033 -0.5232
H -0.0206 -2.3075 -3.8892
H -3.8159 -0.2511 0.7154
H 4.4373 -0.1677 1.2427
H 2.6508 -2.1352 1.0396
H -4.0983 0.8797 2.7420
H 5.1137 0.2268 -0.2613
H 1.2818 -3.6689 -2.4677
H 1.1289 -0.9885 -4.0193
H -0.6757 3.7394 -1.1386
H 3.6958 -1.2688 -1.5452
H -4.7062 -2.3540 4.2136
H -2.1563 -1.0689 1.7616
H 2.5554 -2.5097 -2.6553
H -2.0972 3.2883 -2.0123
H -3.5330 1.4534 -1.0493
H -3.2549 0.9997 4.2313
H 2.6937 2.8476 -0.0358
H -2.2609 3.9529 -0.4168
H -5.4899 -1.0769 3.2637
```

Summary:
Electronic energy ... -38305.9156 eV
Charge ... +2
HOMO ... -15.7 eV
Relative energy (zero: lowest compared OMol25 entry of this formula, charge and spin) ... 0.000 eV
Molar mass ... 355.368 g/mol
Max |F| ... 0.0512 hartree/bohr
Lowest unoccupied orbital energy ... -10.934 eV
HOMO-LUMO gap ... 4.717 eV

***

7.
Here is C20H34ClOsP as an isolated structure at a distorted geometry from the OMol25 dataset. Energies are from ωB97M-V/def2-TZVPD.

Structure (XYZ):
```
57
Properties=species:S:1:pos:R:3
Os -0.3532 -1.4033 0.4959
Cl -0.2264 -0.9502 -2.0431
P 0.2975 0.8782 2.0388
C 1.0927 -3.2610 0.1112
C -2.5893 -0.4042 0.2627
C 2.4583 2.4102 3.4904
C -0.5493 1.9202 0.6825
C -2.0734 -1.7136 2.1173
C -2.6906 -1.7650 -0.1235
C 1.2625 -2.1378 2.1343
C -2.3641 -2.5796 1.0220
C -1.2009 0.5087 -5.6156
C 1.9817 -2.1517 -0.0770
C -0.0860 -0.4363 -5.5878
C -0.5965 1.3824 4.5698
C 0.0459 3.2699 0.5697
C 0.6475 -3.2524 1.4784
C 1.2842 0.0733 -5.5816
C -2.2371 -0.3600 1.6586
C -0.4739 2.0581 3.2723
C -0.3278 -1.8382 -5.9252
C 2.1001 -1.4665 1.1558
C 2.1113 1.2212 2.6388
H 1.1892 -1.8812 3.1958
H -0.3407 -1.9922 -7.0240
H 1.9788 2.3976 4.4622
H 1.6219 0.3349 -6.6057
H -2.1689 0.5384 2.2845
H -1.4026 0.8635 -6.6476
H 0.4536 -2.5184 -5.5330
H -2.9927 -2.1353 -1.1012
H 2.2577 3.3332 2.9649
H 2.7052 1.2939 1.7260
H 2.4978 -1.8920 -0.9977
H -0.3993 3.7225 -0.3152
H 0.1472 3.0018 3.3017
H 2.7371 -0.6128 1.3628
H 1.1081 3.1731 0.4119
H -2.8104 0.4633 -0.3570
H 0.8729 -4.0308 -0.6289
H -1.2805 0.5503 4.4797
H -1.4415 2.4052 2.9218
H 0.3373 1.0289 4.9752
H -2.4065 -3.6655 1.0606
H 2.4042 0.3145 3.2088
H -1.3043 -2.2090 -5.5558
H 2.0181 -0.6639 -5.1992
H -1.0353 2.1007 5.2717
H 3.5350 2.3693 3.6749
H 1.3991 0.9962 -4.9801
H -1.8405 -2.0056 3.1403
H -0.1540 3.9351 1.3997
H 0.0503 -4.0177 1.9707
H -1.0111 1.4192 -5.0137
H -0.4270 1.3330 -0.2112
H -2.1511 0.0669 -5.2559
H -1.6607 1.9805 0.8681
```

Summary:
Electronic energy ... -45549.2999 eV
Charge ... +2
HOMO (alpha / beta) ... -12.6 / -14.8 eV
Relative energy (zero: lowest compared OMol25 entry of this formula, charge and spin) ... 0.000 eV
Molar mass ... 531.149 g/mol
Max |F| ... 0.0511 hartree/bohr
Lowest unoccupied orbital energy (alpha / beta) ... -7.704 / -7.715 eV
HOMO-LUMO gap (alpha / beta) ... 4.870 / 7.036 eV
Multiplicity ... 5

***

8.
Here is a 2-piece molecular cluster, Cl3HN2 overall at a distorted geometry from the OMol25 dataset. Energies are from ωB97M-V/def2-TZVPD.

Structure (XYZ):
```
6
Properties=species:S:1:pos:R:3
Cl -2.6473 -0.8329 -1.5244
Cl -1.4241 1.1242 0.1189
Cl 1.0431 -1.2085 1.0307
N -1.3004 0.2002 -1.1821
N 2.1088 0.0035 0.4191
H 2.2199 0.7134 1.1377
```

Summary:
Electronic energy ... -40557.9257 eV
Charge ... 0
HOMO (alpha / beta) ... -9.9 / -10.4 eV
Relative energy (zero: lowest compared OMol25 entry of this formula, charge and spin) ... 1.783 eV
Molar mass ... 135.381 g/mol
Max |F| ... 0.0487 hartree/bohr
Lowest unoccupied orbital energy (alpha / beta) ... -1.204 / -1.374 eV
HOMO-LUMO gap (alpha / beta) ... 8.656 / 9.036 eV